1.
# C10H20N6O4

The molecule C10H20N6O4 at a distorted geometry (ωB97M-V/def2-TZVPD, the OMol25 dataset).

Each line ends with the Löwdin charge.
Cartesian coordinates (Å):
1 C 0.807 1.830 -1.386  -0.268
2 C 0.607 1.871 0.211  -0.402
3 C 2.005 0.869 -1.675  -0.169
4 C 1.592 -0.112 -2.702  -0.195
5 C 0.711 -1.304 -2.249  -0.173
6 C -1.706 -1.216 -1.421  -0.516
7 C 0.351 0.497 2.093  -0.220
8 C 1.304 -0.726 2.207  -0.459
9 C -0.821 0.341 3.099  -0.015
10 C -1.339 -1.148 3.349  -0.551
11 H 1.019 3.727 -1.160  0.012
12 H 0.046 3.457 -2.474  0.086
13 H -0.158 1.426 -1.733  0.123
14 H 2.878 1.503 -1.941  0.125
15 H 2.483 0.401 -0.782  0.126
16 H 2.511 -0.550 -3.101  0.112
17 H 1.094 0.466 -3.508  0.121
18 H 0.859 -1.579 -1.209  0.093
19 H 1.005 -2.157 -2.865  0.114
20 H -0.973 -0.591 -3.222  0.099
21 H -2.008 -2.255 0.186  0.078
22 H -3.704 -1.058 -1.331  0.092
23 H -2.994 0.120 -2.337  0.134
24 H -0.390 0.027 0.110  0.088
25 H 0.895 1.395 2.323  0.122
26 H -0.557 0.886 3.996  0.108
27 H -1.658 1.001 2.705  0.142
28 H -1.021 -1.902 1.435  0.022
29 H -2.041 -2.879 2.475  0.153
30 H 1.740 0.031 3.940  0.099
31 N 0.870 3.189 -1.925  0.066
32 N -0.712 -1.108 -2.431  0.041
33 N -1.238 -1.707 -0.296  0.028
34 N -2.869 -0.563 -1.538  0.144
35 N 0.020 0.752 0.693  0.124
36 N -1.572 -1.943 2.290  0.136
37 O 0.982 2.731 1.000  0.045
38 O 1.591 -1.446 1.301  0.131
39 O -1.531 -1.544 4.457  0.063
40 O 1.920 -0.733 3.416  0.137

2S+1: 1
HOMO energy, eV: -8.98
Net charge: 0
Orbital gap, eV: 9.109
SMILES: [H]/N=C(\N)NCCC[C@H](N)C(=O)N[C@@H](CC(N)=O)C(=O)O
Relative energy (zero: lowest compared OMol25 entry of this formula, charge and spin), kJ/mol: 317.1



2.
# C10H20NO2S

The ion C10H20NO2S with charge +1 at a distorted geometry (ωB97M-V/def2-TZVPD, the OMol25 dataset).

Each line ends with the Löwdin charge.
Cartesian coordinates (Å):
1 C 1.304 -1.352 -1.624  0.096
2 C -2.241 3.002 0.002  -0.182
3 C -1.487 2.861 1.327  -0.204
4 C -2.035 1.914 -1.074  -0.172
5 C -0.076 2.507 1.030  -0.161
6 C -0.566 1.512 -1.239  -0.172
7 C -0.079 1.148 0.169  -0.296
8 C 0.054 -4.144 -0.121  -0.072
9 C 1.265 0.547 0.250  -0.005
10 C 1.463 -3.901 0.320  -0.234
11 N 1.262 -1.026 -0.414  -0.047
12 O 0.533 -2.088 2.011  -0.242
13 O 2.880 -1.717 1.342  -0.233
14 S 1.595 -2.208 1.064  0.753
15 H 1.386 -2.322 -1.969  0.079
16 H 1.366 -0.556 -2.364  0.126
17 H -3.266 2.971 0.188  0.089
18 H -1.989 3.963 -0.457  0.125
19 H -1.382 3.803 2.001  0.153
20 H -1.890 2.069 1.996  0.127
21 H -2.588 0.902 -0.955  0.151
22 H -2.266 2.495 -1.958  0.108
23 H 0.502 3.277 0.521  0.130
24 H 0.370 2.356 1.984  0.105
25 H -0.452 0.658 -1.907  0.093
26 H -0.028 2.298 -1.637  0.098
27 H -0.828 0.575 0.632  0.129
28 H 0.020 -3.637 -1.056  0.059
29 H 0.082 -5.208 -0.260  0.107
30 H -0.550 -3.714 0.578  0.053
31 H 1.585 0.468 1.248  0.091
32 H 2.149 0.888 -0.292  0.145
33 H 2.192 -3.771 -0.450  0.087
34 H 1.714 -4.571 1.114  0.114

2S+1: 1
HOMO energy, eV: -13.66
Net charge: +1
Orbital gap, eV: 9.342
SMILES: C=[N+](CC1CCCCC1)S(=O)(=O)CC
Relative energy (zero: lowest compared OMol25 entry of this formula, charge and spin), kJ/mol: 256.3



3.
# C10H20NO3

A cluster of 2 separate species, C10H20NO3 in total at a distorted geometry (ωB97M-V/def2-TZVPD, the OMol25 dataset).

Each line ends with the Löwdin charge.
Cartesian coordinates (Å):
1 C 0.667 4.047 1.412  -0.037
2 C 1.361 3.038 2.115  -0.171
3 C 0.836 1.516 2.196  -0.094
4 C 1.384 0.753 0.873  -0.347
5 N 0.338 0.626 -0.146  -0.013
6 C 0.872 0.278 -1.485  -0.267
7 C 1.688 1.457 -2.201  -0.102
8 O 2.063 -0.520 1.206  -0.051
9 C 3.400 -0.378 0.747  -0.282
10 O 4.402 -0.403 1.470  0.041
11 H 0.150 3.911 0.413  0.061
12 H 0.579 5.062 1.925  0.049
13 H 2.362 3.254 2.627  0.100
14 H 1.311 0.998 3.101  0.118
15 H -0.296 1.507 2.264  0.121
16 H 2.207 1.439 0.461  0.129
17 H -0.439 0.008 0.146  0.101
18 H -0.026 0.045 -2.156  0.123
19 H 1.448 -0.705 -1.391  0.106
20 H 2.797 1.181 -2.137  0.058
21 H 1.497 2.405 -1.594  0.070
22 H 1.326 1.555 -3.271  0.068
23 H 3.541 -0.178 -0.364  0.138
24 C -4.309 -2.661 -0.598  -0.128
25 C -2.849 -2.257 -0.886  -0.740
26 C -1.910 -3.347 -0.328  -0.124
27 O -2.595 -1.111 -0.238  -0.330
28 H -4.505 -2.771 0.475  0.058
29 H -5.012 -1.922 -0.996  0.052
30 H -4.545 -3.625 -1.073  0.045
31 H -2.736 -2.296 -1.990  0.094
32 H -2.026 -3.480 0.753  0.060
33 H -0.860 -3.108 -0.529  0.048
34 H -2.121 -4.318 -0.801  0.046

2S+1: 1
HOMO energy, eV: -2.73
Net charge: -1
Orbital gap, eV: 5.728



4.
# C10H20NO4

The ion C10H20NO4 with charge +1 at a distorted geometry (ωB97M-V/def2-TZVPD, the OMol25 dataset).

Each line ends with the Löwdin charge.
Cartesian coordinates (Å):
1 C -1.716 1.447 3.950  -0.066
2 H -0.744 1.930 3.882  0.081
3 H -2.366 2.063 4.564  0.082
4 H -1.598 0.480 4.432  0.085
5 C -2.337 1.280 2.558  -0.131
6 C -1.455 0.393 1.738  -0.479
7 O -1.477 -0.810 1.694  0.119
8 O -0.552 1.106 1.024  0.037
9 C 0.437 0.353 0.325  -0.244
10 H 0.757 -0.454 1.000  0.150
11 C 1.624 1.305 0.094  -0.002
12 C 1.531 2.179 -1.144  -0.514
13 O 1.356 1.746 -2.258  0.085
14 O 1.696 3.452 -0.863  0.162
15 H 1.672 4.018 -1.654  0.154
16 H 2.554 0.739 0.014  0.133
17 H 1.698 1.961 0.962  0.140
18 C -0.233 -0.248 -0.932  -0.059
19 H -0.184 0.484 -1.740  0.126
20 N 0.310 -1.533 -1.448  -0.362
21 C 1.759 -1.434 -1.698  0.019
22 H 2.097 -2.296 -2.269  0.121
23 H 2.306 -1.412 -0.758  0.113
24 H 1.970 -0.526 -2.263  0.108
25 C 0.030 -2.642 -0.517  0.014
26 H -1.040 -2.721 -0.333  0.120
27 H 0.392 -3.579 -0.937  0.119
28 H 0.516 -2.481 0.442  0.110
29 C -0.367 -1.808 -2.731  0.015
30 H -0.042 -2.769 -3.127  0.118
31 H -1.446 -1.838 -2.592  0.122
32 H -0.124 -1.031 -3.455  0.124
33 H -1.282 -0.418 -0.681  0.144
34 H -2.427 2.251 2.071  0.124
35 H -3.317 0.812 2.650  0.129

2S+1: 1
HOMO energy, eV: -13.78
Net charge: +1
Orbital gap, eV: 11.384
SMILES: CCC(=O)O[C@H](CC(=O)O)C[N+](C)(C)C
Relative energy (zero: lowest compared OMol25 entry of this formula, charge and spin), kJ/mol: 0.0



5.
# C10H20O20S5

A cluster of 5 separate species, C10H20O20S5 in total at a distorted geometry (ωB97M-V/def2-TZVPD, the OMol25 dataset).

Each line ends with the Löwdin charge.
Cartesian coordinates (Å):
1 C -1.448 2.588 1.358  -0.152
2 C -1.175 1.225 0.726  -0.171
3 O -2.468 0.716 0.397  -0.232
4 S -3.711 1.313 1.375  0.786
5 O -4.237 0.305 2.307  -0.254
6 O -4.647 2.158 0.596  -0.270
7 O -2.643 2.363 2.159  -0.229
8 H -1.715 3.302 0.580  0.123
9 H -0.695 3.114 1.944  0.134
10 H -0.817 0.468 1.424  0.128
11 H -0.572 1.113 -0.175  0.137
12 C 4.773 -6.275 -3.220  -0.159
13 C 4.877 -6.002 -1.661  -0.154
14 O 3.643 -5.398 -1.254  -0.218
15 S 2.450 -5.513 -2.395  0.747
16 O 2.292 -4.142 -2.939  -0.263
17 O 1.369 -6.397 -2.042  -0.232
18 O 3.363 -6.417 -3.480  -0.216
19 H 5.399 -7.144 -3.424  0.125
20 H 5.197 -5.422 -3.751  0.119
21 H 5.673 -5.286 -1.462  0.128
22 H 5.004 -6.951 -1.139  0.123
23 C 5.555 4.157 1.601  -0.133
24 C 5.962 5.118 2.826  -0.164
25 O 5.998 4.281 3.953  -0.229
26 S 4.970 2.990 3.882  0.797
27 O 3.702 3.104 4.644  -0.259
28 O 5.709 1.702 3.848  -0.262
29 O 4.532 3.361 2.258  -0.242
30 H 6.422 3.579 1.282  0.117
31 H 5.124 4.600 0.703  0.127
32 H 5.042 5.680 2.988  0.116
33 H 6.756 5.865 2.852  0.134
34 C 5.319 -0.256 -7.616  -0.136
35 C 5.888 1.168 -7.789  -0.219
36 O 5.839 1.810 -6.571  -0.182
37 S 5.457 0.755 -5.308  0.698
38 O 4.611 1.441 -4.326  -0.247
39 O 6.634 0.235 -4.718  -0.231
40 O 4.732 -0.324 -6.275  -0.200
41 H 6.062 -1.036 -7.781  0.126
42 H 4.442 -0.437 -8.238  0.128
43 H 5.089 1.513 -8.445  0.125
44 H 6.866 1.200 -8.269  0.136
45 C -12.971 -0.612 4.142  -0.154
46 C -11.775 -0.866 5.104  -0.188
47 O -11.989 0.095 6.080  -0.223
48 S -13.560 0.239 6.502  0.729
49 O -13.906 1.574 6.994  -0.231
50 O -13.837 -0.912 7.341  -0.250
51 O -14.028 -0.158 4.971  -0.214
52 H -13.275 -1.417 3.472  0.136
53 H -12.656 0.289 3.616  0.125
54 H -10.772 -0.623 4.753  0.141
55 H -11.854 -1.834 5.600  0.126

2S+1: 1
HOMO energy, eV: -10.97
Net charge: 0
Orbital gap, eV: 11.221
SMILES: O=S1(=O)OCCO1.O=S1(=O)OCCO1.O=S1(=O)OCCO1.O=S1(=O)OCCO1.O=S1(=O)OCCO1
Relative energy (zero: lowest compared OMol25 entry of this formula, charge and spin), kJ/mol: 423.5



6.
# C10H20O2S

A cluster of 2 separate species, C10H20O2S in total at a distorted geometry (ωB97M-V/def2-TZVPD, the OMol25 dataset).

Each line ends with the Löwdin charge.
Cartesian coordinates (Å):
1 C -0.118 -2.588 -0.117  -0.215
2 C -1.147 -1.983 -0.626  0.025
3 C 0.494 -3.890 -0.673  -0.073
4 C 3.232 1.041 -0.647  -0.083
5 C -2.407 -0.661 1.806  -0.051
6 C -3.343 1.938 0.061  -0.211
7 C 2.479 2.393 -0.321  -0.167
8 C 1.027 2.075 0.266  -0.176
9 C 0.290 0.927 -0.290  -0.187
10 C -1.759 -0.304 0.430  -0.592
11 O -2.452 0.534 -1.967  -0.551
12 O -0.670 0.437 0.687  -0.126
13 S -3.105 0.214 -0.690  0.897
14 H 0.300 -2.298 0.893  0.120
15 H -1.763 -2.173 -1.607  0.114
16 H 1.512 -3.769 -1.004  0.073
17 H -0.097 -4.106 -1.475  0.038
18 H 0.590 -4.583 0.044  0.028
19 H 4.235 1.329 -0.797  0.053
20 H 3.160 0.313 0.166  0.084
21 H 2.832 0.540 -1.428  0.026
22 H -1.583 -1.334 2.169  0.098
23 H -3.374 -1.112 1.653  0.063
24 H -2.651 0.271 2.316  0.075
25 H -2.336 2.271 0.359  0.043
26 H -3.929 1.929 0.986  0.035
27 H -3.881 2.714 -0.547  0.067
28 H 2.774 2.925 0.587  0.099
29 H 2.452 3.070 -1.119  0.077
30 H 1.117 1.700 1.280  0.118
31 H 0.537 3.017 0.275  0.098
32 H -0.256 1.065 -1.183  0.105
33 H 1.075 0.215 -0.526  0.096

2S+1: 1
HOMO energy, eV: -8.58
Net charge: 0
Orbital gap, eV: 9.385
Relative energy (zero: lowest compared OMol25 entry of this formula, charge and spin), kJ/mol: 371.8